{
  "formula": "C19H27FNPPd",
  "method": "wB97M-V/def2-TZVPD",
  "spin_multiplicity": 5,
  "relative_energy_ev": 0.000,
  "charge": 2,
  "homo_lumo_gap_ev": [7.035, 4.806],
  "e_homo_ha": [-0.4697, -0.5583],
  "e_tot_ha": -1363.19976,
  "s2": 6.0422,
  "species": ["C", "C", "C", "C", "C", "C", "C", "C", "N", "Pd", "C", "P", "H", "H", "H", "H", "H", "H", "H", "H", "C", "C", "H", "C", "C", "H", "H", "H", "H", "H", "H", "H", "H", "H", "H", "H", "H", "H", "H", "F", "C", "C", "C", "C", "C", "C", "H", "H", "H", "H"],
  "coordinates": [[-2.482, 0.692, -3.250], [-2.251, -0.531, -2.634], [-1.434, -0.631, -1.490], [-0.877, 0.530, -0.979], [-1.142, 1.769, -1.558], [-1.954, 1.854, -2.694], [-1.265, -1.978, -0.838], [0.150, -2.528, -0.622], [1.221, -1.522, -0.495], [0.317, 0.519, 0.742], [-0.495, 2.991, -0.967], [1.119, 2.415, -0.295], [-2.673, -1.448, -3.045], [-2.108, 2.829, -3.155], [-3.060, 0.744, -4.175], [-1.065, 3.423, -0.125], [-0.314, 3.770, -1.714], [-1.777, -1.989, 0.138], [-1.775, -2.711, -1.474], [0.137, -3.112, 0.314], [1.797, 3.765, 0.686], [2.142, 2.395, -1.803], [0.413, -3.201, -1.464], [1.739, -1.070, -1.794], [2.325, -2.012, 0.344], [0.243, 1.593, 2.150], [2.199, -1.915, -2.339], [0.928, -0.641, -2.393], [2.496, -0.296, -1.621], [2.932, -2.776, -0.174], [2.948, -1.152, 0.614], [1.907, -2.455, 1.258], [2.210, 3.423, -2.190], [3.148, 2.034, -1.557], [1.704, 1.750, -2.574], [1.939, 4.651, 0.052], [1.125, 4.001, 1.519], [2.772, 3.447, 1.082], [0.981, 1.321, 2.184], [-2.458, -3.100, 4.958], [-1.813, -2.296, 4.040], [-0.429, -2.299, 4.015], [0.220, -1.467, 3.072], [-0.544, -0.708, 2.204], [-1.917, -0.706, 2.253], [-2.586, -1.505, 3.203], [0.142, -2.911, 4.714], [1.306, -1.397, 3.038], [-2.469, -0.066, 1.559], [-3.672, -1.492, 3.279]],
  "atomic_forces_ev_per_a": [[-0.27, 0.63, -0.52], [1.05, -1.61, 1.41], [-1.71, -1.47, -1.73], [0.59, -0.06, 1.59], [-1.20, 2.10, -1.69], [1.05, 0.84, 0.80], [-0.35, -0.36, -0.17], [0.33, -0.16, -0.03], [-0.24, 0.20, 0.19], [0.08, -3.20, -2.23], [0.36, 0.07, 0.19], [0.78, 0.84, -1.23], [0.02, 0.30, 0.03], [-0.10, -0.29, 0.03], [0.07, -0.03, 0.31], [-0.05, -0.18, -0.35], [-0.27, 0.00, 0.12], [0.07, 0.17, -0.42], [-0.08, 0.11, 0.29], [0.08, 0.12, -0.52], [0.12, 0.24, 0.04], [0.13, 0.20, -0.04], [-0.05, 0.20, 0.42], [0.06, 0.12, -0.08], [-0.10, 0.12, 0.41], [-0.07, 0.95, 1.28], [-0.17, 0.28, 0.18], [0.25, -0.20, 0.05], [-0.17, -0.29, -0.09], [-0.21, 0.29, 0.07], [0.10, -0.28, -0.07], [0.26, 0.13, -0.36], [0.08, -0.31, 0.02], [-0.18, 0.12, -0.14], [0.09, 0.15, 0.21], [-0.05, -0.14, 0.27], [0.20, 0.02, -0.12], [-0.25, 0.16, -0.05], [0.06, 0.73, 0.94], [1.35, 1.71, -1.82], [-1.53, -1.66, 1.93], [2.37, 0.52, -0.92], [-0.35, -1.58, 2.65], [1.34, 0.19, -1.25], [-2.70, -0.61, 1.69], [-0.39, 1.39, -1.88], [-0.27, 0.06, -0.19], [-0.26, -0.13, 0.32], [-0.11, -0.21, 0.45], [0.23, -0.20, 0.03]],
  "mulliken_charge": [-0.84, -0.80, 1.45, 0.53, 0.98, -0.78, -0.85, -0.78, 0.41, -1.82, -1.27, 1.06, 0.49, 0.51, 0.46, 0.43, 0.56, 0.21, 0.51, 0.41, -1.16, -1.52, 0.38, -1.19, -1.14, 0.00, 0.42, 0.41, 0.28, 0.34, 0.29, 0.45, 0.47, 0.39, 0.34, 0.44, 0.44, 0.39, 0.21, -0.24, 0.33, -0.73, 0.04, 0.31, -0.39, -0.51, 0.49, 0.62, 0.46, 0.49]
}